# CH3Cl3N2P

2 unconnected molecules or ions with the total composition CH3Cl3N2P (wB97M-V/def2-TZVPD, OMol25).

```
! RIJCOSX wB97M-V def2-TZVPD def2/J DEFGRID3
* xyz 1 1
C -2.17 -0.20 0.14
N -0.96 -0.66 0.39
N 0.56 0.51 -0.85
P 2.02 0.24 -0.22
Cl 1.92 -0.97 1.40
Cl 2.88 1.97 0.52
Cl 3.36 -0.28 -1.48
H -2.22 0.72 -0.36
H -2.80 -0.33 1.01
H -2.59 -0.99 -0.53
*
```

As for the energy above the lowest of the compared OMol25 structures with the same formula, charge and spin: 6.338 eV.